No. 1
202
Properties=species:S:1:pos:R:3:forces:R:3 method="wB97M-V/def2-TZVPD" homo_lumo_gap_ev=8.12 homo_ha=-0.35568 e_lumo_ev=-1.56
Cd 1.29689 -0.91387 1.10538 0.424 -3.273 -0.699
N -0.89312 0.27351 0.54964 -2.029 0.814 0.425
O -0.41505 0.23789 1.66824 -1.455 1.288 5.213
O -0.07937 -0.03374 -0.27177 1.183 -0.760 -6.133
O -2.04234 0.57687 0.30303 -0.685 0.317 -0.112
Cl 0.71457 -3.19197 1.60783 -0.373 -0.491 0.059
C 6.06154 -5.83003 2.19915 0.482 0.055 -0.220
C 4.89816 -5.36895 2.74340 -1.462 1.578 -0.280
C 4.39056 -4.11250 2.35906 0.721 0.666 -0.274
C 5.11455 -3.31545 1.43440 -0.863 -1.562 1.298
C 6.23817 -3.84212 0.82810 1.288 -0.165 0.070
C 6.78120 -5.07163 1.26766 -1.335 -0.206 0.364
N 4.65807 -1.93553 1.12262 -1.397 -1.131 -0.201
O 5.46205 -1.13020 0.79724 1.691 0.867 -0.409
O 3.45704 -1.68715 1.15467 1.121 -1.212 0.404
H 6.35978 -6.81764 2.51867 0.520 -0.017 -0.146
H 4.33219 -5.95735 3.45041 0.004 -0.039 0.035
H 3.48701 -3.70232 2.78539 -0.150 -0.084 0.028
H 6.69488 -3.27467 0.03071 0.317 0.059 0.085
H 7.68082 -5.57213 0.94116 0.168 0.671 -0.680
C 2.05943 5.44280 -0.85358 -0.619 -1.643 0.346
C 3.40012 5.10149 -0.67428 -0.547 1.884 0.090
C 3.78743 3.93031 -0.09412 -0.295 -2.090 0.848
C 2.83591 2.94887 0.23973 -1.833 1.893 -1.152
C 1.43429 3.25560 0.02390 1.918 -0.691 0.621
C 1.08900 4.47466 -0.51392 0.609 0.614 -0.293
N 3.26187 1.67474 0.79251 -0.052 0.416 1.188
O 4.34163 1.56296 1.30411 0.777 0.524 -0.276
O 2.44240 0.78121 0.83557 0.117 1.716 -0.990
H 1.69344 6.39609 -1.20528 0.419 0.115 -0.190
H 4.14056 5.87211 -0.83017 0.203 -0.053 -0.258
H 4.81081 3.73491 0.19032 0.194 0.011 -0.285
H 0.62048 2.62045 0.34123 0.306 -0.510 -0.100
H 0.04075 4.65870 -0.69746 -0.093 0.183 0.100
C 1.91161 -3.97868 -7.00980 1.354 0.016 0.134
C 2.21738 -5.25445 -6.52209 -0.916 1.311 -0.167
C 1.84937 -5.60192 -5.22140 -0.560 0.460 -0.241
C 1.17793 -4.64836 -4.39696 0.801 -0.073 -2.258
C 1.01100 -3.31547 -4.90654 0.383 -1.052 1.251
C 1.42919 -2.98783 -6.18107 -0.076 -0.586 0.233
N 0.72451 -5.06416 -3.04591 0.333 -0.413 -1.358
O 0.43178 -6.23510 -2.84717 0.231 0.694 -0.198
O 0.69267 -4.17499 -2.24398 -0.334 0.688 1.200
H 2.30536 -3.68683 -7.97218 -0.228 -0.123 -0.307
H 2.70334 -5.89094 -7.24674 0.059 -0.559 0.477
H 2.08222 -6.62772 -4.97658 -0.295 0.072 0.822
H 0.69793 -2.45784 -4.32960 -0.427 -0.454 0.562
H 1.43358 -1.94542 -6.46350 -0.249 -0.096 -0.195
C -2.95055 -3.75009 -1.85061 0.412 1.158 -0.022
C -3.10256 -2.59203 -1.04193 2.419 -2.194 -0.230
C -4.11632 -1.73929 -1.18022 -2.712 1.205 -0.326
C -5.17163 -2.01801 -2.11295 2.854 -0.952 0.393
C -5.02556 -3.15334 -2.90672 -0.439 0.381 0.309
C -3.88553 -3.98910 -2.79671 -2.181 0.057 -0.522
N -6.22499 -1.07023 -2.31493 -2.372 1.826 0.031
O -7.21579 -1.41401 -2.96214 1.247 -0.121 0.426
O -6.14933 0.07079 -1.81451 0.636 -1.764 -0.497
H -2.04957 -4.34502 -1.87702 0.103 -0.074 0.637
H -2.28019 -2.42881 -0.36114 -0.088 0.366 0.265
H -4.18260 -0.87713 -0.53317 -0.009 0.193 -0.161
H -5.83115 -3.39628 -3.58378 0.086 -0.005 -0.218
H -3.88113 -4.86714 -3.42555 0.291 -0.017 -0.105
C -5.29099 3.04905 -0.26761 -0.486 1.372 0.771
C -6.05435 3.58203 -1.29770 0.313 -1.148 -0.533
C -6.69891 4.79741 -1.20545 -0.368 0.761 -0.122
C -6.57341 5.54643 -0.05537 0.782 -0.411 0.243
C -5.79436 5.07728 0.99660 0.770 -0.001 -0.102
C -5.15871 3.84251 0.87831 0.229 -0.213 -0.338
N -7.15423 6.88976 0.04184 -3.169 0.776 -0.535
O -6.88247 7.53610 1.03156 0.387 0.047 -0.471
O -8.05817 7.25073 -0.77897 2.645 -1.157 1.405
H -4.78978 2.09464 -0.33303 -0.018 -0.017 -0.183
H -6.06350 2.98080 -2.19483 -0.477 0.184 -0.303
H -7.27800 5.27017 -1.98490 -0.016 -0.390 -0.343
H -5.53135 5.71594 1.82687 -0.374 0.013 0.140
H -4.44344 3.51545 1.61846 -0.181 0.054 0.429
C -2.47843 -2.47224 3.79548 1.512 -0.802 -1.059
C -2.95243 -1.82297 2.66216 -1.828 1.803 0.812
C -4.07695 -0.95510 2.78576 1.281 -1.044 -0.708
C -4.63180 -0.71394 4.03851 1.412 -0.638 0.154
C -4.05918 -1.34281 5.12159 1.124 -1.701 2.186
C -2.99321 -2.32054 5.04975 -2.112 2.497 -1.033
N -5.75831 0.20306 4.12637 -2.657 0.376 1.635
O -6.27308 0.46418 3.07655 0.045 0.478 -1.644
O -6.31375 0.58508 5.17993 2.301 -1.017 -0.512
H -1.59528 -3.07867 3.65879 0.152 -0.262 -0.048
H -2.44053 -1.81381 1.71122 0.021 -0.498 0.076
H -4.46051 -0.50736 1.88088 -0.098 0.246 0.203
H -4.34342 -1.19809 6.15342 -0.787 0.576 -0.118
H -2.55544 -2.79244 5.91697 -0.268 0.039 0.041
C -2.25126 5.84949 -2.83901 0.003 0.281 -1.253
C -1.63701 6.08570 -4.07194 0.709 -0.623 0.059
C -1.58649 5.10886 -5.08233 0.164 0.894 0.493
C -2.27129 3.93515 -4.90684 -0.249 0.822 0.223
C -2.96318 3.74564 -3.69810 -0.450 -1.462 -0.546
C -2.93745 4.65209 -2.66267 0.765 0.626 0.018
N -2.29073 3.03462 -6.08928 1.191 -1.139 -0.914
O -3.06687 2.10901 -6.09526 -0.600 0.069 0.551
O -1.46593 3.18368 -7.01216 -0.965 0.683 1.639
H -2.25052 6.64873 -2.11264 0.022 -0.145 0.278
H -1.04553 6.97628 -4.22497 -0.181 0.234 0.003
H -1.02420 5.26347 -5.99136 -0.053 0.111 -0.018
H -3.55213 2.85786 -3.52094 0.074 -0.301 -0.316
H -3.38083 4.43357 -1.70243 -0.307 -0.148 -0.139
C -1.57578 -6.04973 2.72771 0.235 -0.740 1.380
C -2.32386 -5.42918 1.73932 1.574 -0.914 0.738
C -3.45730 -6.07044 1.30035 -0.909 1.061 -0.232
C -3.98039 -7.15898 1.97950 0.798 -0.386 1.079
C -3.25720 -7.73116 3.08372 -0.470 0.592 -0.791
C -2.03671 -7.16374 3.45447 -0.802 0.321 -1.634
N -5.29161 -7.72405 1.57031 -1.013 -1.839 -0.680
O -5.74897 -8.65514 2.25133 0.846 1.424 -0.362
O -5.84863 -7.36267 0.52734 1.225 0.345 1.376
H -0.58480 -5.75597 3.04087 0.059 0.786 -0.346
H -1.88907 -4.54112 1.30491 -0.277 0.039 -0.391
H -3.92666 -5.54942 0.47899 -0.692 -0.566 -0.130
H -3.61226 -8.60087 3.61658 -0.338 0.031 -0.180
H -1.40109 -7.60265 4.20928 -0.173 -0.071 0.105
C 2.16986 7.08295 3.25508 1.650 -1.432 -0.773
C 1.21085 6.72522 4.16881 -0.761 1.196 -0.506
C 0.99454 5.44766 4.64397 -0.373 -1.030 0.224
C 1.75279 4.39429 4.12261 1.309 1.613 -0.077
C 2.78616 4.76298 3.24381 0.442 -0.349 -0.483
C 3.02748 6.07726 2.77607 -1.537 -0.791 0.754
N 1.65234 2.97988 4.58492 -0.412 -1.034 0.011
O 0.88992 2.70927 5.50064 0.358 0.878 -0.437
O 2.30199 2.10414 4.00687 -0.172 1.359 0.084
H 2.28887 8.10480 2.92632 -0.174 0.049 -0.034
H 0.54842 7.56912 4.29303 -0.497 -0.303 1.201
H 0.23914 5.26088 5.39290 -0.173 -0.070 -0.079
H 3.45176 3.97616 2.92088 0.006 -0.131 -0.169
H 3.72664 6.24589 1.97038 0.306 0.010 0.287
C 0.40181 -0.89441 7.91303 2.525 -0.023 -0.761
C 1.83098 -0.93435 7.84154 -1.830 -0.208 0.730
C 2.51790 -0.95746 6.63351 0.348 0.838 1.125
C 1.78687 -0.83574 5.49746 -2.174 -0.188 -1.468
C 0.35788 -0.84347 5.53153 1.349 -0.377 -1.578
C -0.30687 -0.90914 6.71188 -0.133 0.457 2.214
N 2.50792 -0.79242 4.17688 -0.273 -0.556 0.893
O 3.69626 -0.98360 4.22641 0.261 0.150 -0.269
O 1.88194 -0.63904 3.14021 0.081 0.538 2.410
H -0.08618 -0.81618 8.87331 -0.052 -0.163 -0.005
H 2.37222 -0.96447 8.77565 0.190 0.064 -0.021
H 3.59500 -0.87904 6.64396 0.014 -0.302 -0.209
H -0.22965 -0.90017 4.62710 0.255 0.280 -0.356
H -1.37638 -0.87714 6.85857 -0.177 -0.077 -0.819
C -1.77079 3.29848 3.05609 -0.666 -0.668 1.034
C -1.89766 4.67191 3.01422 0.664 -0.502 -0.586
C -2.82068 5.28713 3.78629 -1.360 1.341 1.915
C -3.64732 4.57780 4.66063 1.060 -1.144 0.253
C -3.47076 3.17735 4.84682 0.042 1.515 -1.576
C -2.53375 2.52876 3.98196 0.057 1.389 -0.017
N -4.54856 5.32630 5.60523 -1.070 0.356 0.787
O -4.99378 4.75976 6.60159 0.896 -0.402 -1.056
O -4.84965 6.48800 5.36710 0.848 -0.586 -0.704
H -1.02177 2.83617 2.43027 -0.035 -0.393 0.056
H -1.21113 5.28370 2.44785 0.013 -0.062 -0.268
H -2.80668 6.36077 3.90250 -0.322 0.197 -0.372
H -4.17763 2.80905 5.57558 0.401 -0.975 0.098
H -2.25704 1.48518 4.01000 -0.512 -0.232 0.290
C -1.48154 -0.82026 -5.31412 -0.054 0.155 -1.008
C -1.45682 -0.47341 -3.98576 0.644 0.952 -0.078
C -0.51771 0.46311 -3.58644 -0.443 0.565 1.401
C 0.39976 1.03565 -4.43073 0.200 -1.862 -0.854
C 0.42505 0.61287 -5.76470 -0.425 -0.058 -0.710
C -0.55103 -0.26617 -6.23998 -0.629 0.210 1.667
N 1.44645 1.86154 -3.86260 -0.893 2.093 0.193
O 1.47544 1.98495 -2.63967 0.567 -0.375 -0.926
O 2.08337 2.56884 -4.64221 0.170 -0.882 0.525
H -2.30487 -1.45689 -5.60261 0.154 -0.209 -0.539
H -2.17213 -0.78583 -3.23935 -0.125 -0.361 -0.195
H -0.57205 0.81137 -2.56558 0.293 -0.123 0.157
H 1.11921 0.94643 -6.52184 0.301 0.460 0.391
H -0.62267 -0.42548 -7.30576 0.008 -0.327 0.053
C 5.23185 2.03432 -3.82721 -0.764 1.463 -3.131
C 4.88009 1.46824 -2.68857 0.279 -1.265 2.429
C 5.63516 0.38217 -2.28346 1.088 -0.725 0.878
C 6.71166 -0.04724 -3.05082 0.970 -0.451 -1.146
C 7.07431 0.53753 -4.30231 -1.345 0.433 0.975
C 6.24146 1.58730 -4.67628 0.476 0.255 0.387
N 7.55575 -1.20410 -2.58178 1.960 -2.196 -0.388
O 8.42059 -1.71525 -3.38890 -2.854 2.016 2.142
O 7.40093 -1.66311 -1.43865 -0.117 1.214 -2.053
H 4.53273 2.79036 -4.15283 0.411 0.549 -0.375
H 4.13223 1.94962 -2.07590 -0.282 -0.448 0.066
H 5.51409 -0.07326 -1.31170 -0.190 -0.217 0.061
H 7.90405 0.25886 -4.93498 0.022 -0.374 0.356
H 6.39745 2.19917 -5.55245 0.248 -0.367 -0.302
C 5.58943 -4.66914 -2.99597 -0.322 -0.841 0.384
C 5.42652 -3.72668 -3.98857 -0.183 0.813 0.133
C 4.50285 -2.67520 -3.82337 -0.643 -0.354 0.987
C 3.70495 -2.69221 -2.66881 0.329 -0.885 0.794
C 3.84809 -3.72327 -1.69459 -1.131 0.833 -0.365
C 4.74417 -4.73462 -1.88281 0.697 0.311 -0.949
N 2.64843 -1.64894 -2.43887 0.203 -0.501 2.116
O 2.33192 -0.95809 -3.37791 0.008 0.010 0.323
O 2.17816 -1.56072 -1.26923 1.049 -0.142 -2.980
H 6.34195 -5.44123 -3.05919 0.112 -0.030 -0.422
H 6.03141 -3.81099 -4.87929 0.091 0.314 -0.024
H 4.37111 -1.84238 -4.49824 0.095 -0.177 -0.335
H 3.21873 -3.81927 -0.82218 -0.412 0.557 -0.042
H 4.78035 -5.58124 -1.21324 0.145 0.139 0.201

=====

No. 2
74
Properties=species:S:1:pos:R:3:forces:R:3 method="wB97M-V/def2-TZVPD" homo_lumo_gap_ev=9.66 homo_ha=-0.32945 e_lumo_ev=0.69 e_above_lowest_kcal_mol=3.9 smiles=COC[C@H](C)N.COC[C@H](C)N.COC[C@H](C)N.COC[C@H](C)N.CO
C 22.37011 21.36871 -1.92018 -1.043 0.097 -0.428
O 21.06504 20.93527 -1.55153 0.311 0.350 0.118
C 20.95484 20.70065 -0.16807 0.251 -0.872 0.008
C 19.55661 20.19139 0.14753 -0.256 0.611 0.604
C 18.50754 21.25032 -0.16412 0.057 0.531 0.054
N 19.42108 19.87099 1.57248 -0.255 -0.147 -0.163
H 23.08470 20.55737 -1.77772 0.274 0.177 0.169
H 22.61508 22.29558 -1.39461 0.336 -0.174 0.233
H 22.29823 21.62295 -2.97841 0.192 -0.154 0.007
H 21.68743 19.93519 0.14687 -0.043 -0.038 -0.149
H 21.20326 21.57346 0.45369 -0.241 0.301 -0.247
H 19.33744 19.29096 -0.42556 0.158 -0.068 -0.084
H 18.43308 21.51680 -1.21688 -0.013 -0.364 -0.080
H 18.76246 22.20237 0.32362 0.111 -0.147 0.159
H 17.53249 20.96811 0.22595 -0.060 -0.160 -0.198
H 19.45416 20.71209 2.13250 0.107 -0.005 0.074
H 20.09755 19.20400 1.91660 0.129 0.062 -0.071
C 20.10082 23.64700 -4.44620 -0.307 -0.714 0.049
O 19.95861 22.80409 -5.58066 0.391 0.162 -0.149
C 20.60660 21.55439 -5.40085 -0.682 0.290 0.202
C 20.27877 20.67200 -6.58723 0.101 -0.211 -0.170
C 20.99396 19.33386 -6.47830 -0.189 -0.284 -0.039
N 20.58832 21.30478 -7.87184 0.056 -0.244 0.141
H 21.08948 23.53250 -3.98953 0.109 0.206 -0.127
H 19.36855 23.32606 -3.69752 0.023 0.276 0.127
H 19.91922 24.67510 -4.73759 -0.021 0.030 0.023
H 21.68879 21.72042 -5.30894 0.065 -0.120 -0.010
H 20.21755 21.09630 -4.47898 0.251 -0.106 0.034
H 19.20604 20.45759 -6.57351 -0.050 0.205 0.049
H 22.06714 19.44621 -6.30787 0.026 0.055 -0.102
H 20.82735 18.75879 -7.39104 0.151 0.097 -0.061
H 20.59157 18.71841 -5.67135 0.025 0.179 0.136
H 21.57418 21.17866 -8.07301 0.012 0.159 -0.043
H 20.39590 22.29733 -7.81076 0.031 0.028 -0.038
C 16.61916 23.73955 -2.07549 0.509 0.068 0.094
O 16.00560 22.95263 -1.07642 -0.295 -0.087 -0.120
C 14.71325 23.42140 -0.73316 0.142 -0.462 -0.615
C 14.19320 22.63435 0.43623 -0.137 0.203 1.352
C 12.75171 23.02083 0.75196 0.070 0.288 -0.134
N 15.03483 22.95099 1.62747 0.568 -0.469 -0.369
H 17.35548 23.12511 -2.59300 -0.046 -0.082 0.021
H 17.16564 24.57171 -1.62467 -0.125 0.163 -0.083
H 15.92378 24.12623 -2.82622 -0.171 -0.077 0.100
H 14.76699 24.49249 -0.50303 -0.177 0.020 0.185
H 14.03935 23.27462 -1.58995 0.010 0.164 0.017
H 14.19891 21.55266 0.27300 0.252 0.061 -0.553
H 12.42532 22.55578 1.68050 -0.004 -0.091 -0.019
H 12.07492 22.73019 -0.05431 -0.013 -0.029 0.033
H 12.68575 24.10254 0.89380 -0.035 -0.026 -0.003
H 15.98734 23.09088 1.28497 -0.170 0.252 -0.083
H 15.17409 22.09757 2.16673 -0.431 0.139 0.158
C 17.23098 30.70295 1.84366 -0.155 0.679 0.374
O 17.39462 29.73452 0.85005 -0.165 -0.555 0.102
C 17.19228 30.22636 -0.46074 0.087 0.009 0.432
C 17.43534 29.07832 -1.42267 0.417 -0.337 -0.149
C 16.38971 27.98059 -1.28971 -0.096 -0.262 -0.376
N 18.77106 28.46605 -1.24519 -0.173 0.343 0.251
H 17.08780 30.26929 2.83404 0.114 -0.484 -0.231
H 16.33426 31.30993 1.66389 0.132 0.097 -0.112
H 18.11292 31.35207 1.91678 -0.102 0.125 -0.163
H 16.16204 30.59034 -0.56636 0.044 0.104 -0.037
H 17.88669 31.06246 -0.62460 -0.040 -0.013 -0.237
H 17.42171 29.47273 -2.44157 -0.170 0.092 0.023
H 15.38472 28.40219 -1.25383 -0.006 -0.054 0.156
H 16.56788 27.34204 -0.42355 -0.081 0.274 0.225
H 16.42767 27.30308 -2.14601 0.079 0.131 -0.063
H 19.48158 29.18347 -1.36447 0.043 -0.100 -0.125
H 18.83962 28.19903 -0.26489 0.009 -0.021 -0.017
C 19.87858 25.31025 -1.22441 0.015 0.146 0.573
O 19.19590 25.87885 -2.31431 -0.153 -0.132 -0.027
H 19.63565 24.25200 -1.10031 0.062 -0.069 -0.394
H 20.96282 25.43433 -1.31864 0.022 -0.147 -0.020
H 19.58274 25.76142 -0.26514 0.027 0.129 -0.126
H 19.00029 26.80899 -2.07653 0.134 0.002 -0.066